Here is 6 unconnected molecules or ions with the total composition C36H62F2N6O8 in a non-equilibrium geometry from OMol25. Energies are from ωB97M-V/def2-TZVPD.

As for the SMILES: CCOCc1nc2c(CCOC=O)c(CCCN)c(CC(N)(N)N)c(F)c2nc1CCF.CC(C)=O.CC(C)=O.CC(C)=O.CC(C)=O.CC(C)=O. As for the HOMO energy: -8.12 eV. As for the multiplicity: 1. The value obtained for the calculated total energy is -69074.0116 eV.

```
114
Properties=species:S:1:pos:R:3:forces:R:3:lowdin_charge:R:1
C -2.6861 -3.5779 1.8568 0.1 -0.6 0.5 -0.1017
C -2.4099 -3.8573 0.2651 -0.2 -0.7 0.6 -0.2637
O -2.1210 -2.6598 -0.5393 -1.6 -1.7 -1.0 -0.2266
C -2.7336 -2.9286 -1.8829 0.9 1.0 0.4 -0.1386
C -2.0391 -1.8634 -2.9595 2.4 1.7 -1.5 -0.0531
N -0.5553 -1.6603 -2.8418 -4.5 2.5 -3.7 0.1273
C -0.0140 -0.6567 -3.8198 0.0 0.1 -0.2 -0.0799
C 1.6169 -0.3295 -3.7265 0.2 2.6 -2.5 -0.0140
C 2.5966 -1.0696 -2.6147 -0.4 -1.0 -0.2 -0.1229
C 2.0711 -0.9456 -1.0667 -1.0 1.4 -0.3 -0.1671
O 1.4835 -2.2177 -0.5344 3.7 -1.6 0.0 -0.1577
C 2.5339 -3.2206 -0.2975 1.1 -4.3 -4.3 -0.1369
O 2.8646 -4.2038 -1.1805 -2.5 6.7 5.6 -0.0711
C 2.3234 0.7702 -4.7648 -3.6 -1.5 0.6 -0.0547
C 3.9059 1.2020 -4.7303 0.1 -0.2 -1.2 -0.1798
C 4.2170 2.6375 -3.9989 0.0 0.0 1.2 -0.1859
C 2.9810 3.2468 -3.1106 0.7 1.3 0.6 -0.2639
N 2.0821 4.2239 -3.8969 0.5 -1.5 0.3 -0.0410
C 1.3866 1.4980 -5.9271 -3.2 -1.5 1.7 -0.0544
C 1.9932 2.5651 -7.0350 1.1 -0.7 0.4 -0.0924
C 2.3500 1.6990 -8.4106 0.1 -1.0 -0.6 -0.5865
N 3.6342 2.2056 -9.0996 -0.7 -1.2 0.4 0.0158
N 1.2213 1.7956 -9.4357 0.4 0.9 1.9 0.0426
N 2.5815 0.2224 -8.1529 -0.6 0.8 0.0 0.0342
C -0.2109 1.1322 -5.9673 2.6 -0.2 1.2 -0.0030
F -1.0437 1.8125 -7.0101 2.4 -2.0 3.1 -0.0974
C -0.9683 0.0747 -4.9159 1.0 0.9 -1.1 -0.0748
N -2.4448 -0.1160 -5.1231 3.5 -3.9 5.8 0.0995
C -2.9247 -1.0910 -4.0847 0.9 0.5 -0.6 -0.0988
C -4.5628 -1.4277 -4.0954 -0.1 1.5 -0.8 -0.1275
C -5.3243 -0.4361 -5.2061 0.0 0.2 -0.2 -0.1460
F -6.7637 -0.8486 -5.3941 3.0 0.6 0.6 -0.1699
H -3.8443 -3.5424 2.1350 2.5 0.1 -0.8 0.0857
H -2.2426 -4.5166 2.4409 -1.0 2.0 -1.2 0.0858
H -2.1625 -2.6254 2.2944 -0.9 -1.8 -1.1 0.0644
H -1.4715 -4.5730 0.1550 -2.0 1.3 0.2 0.1381
H -3.3967 -4.3712 -0.1596 2.2 0.8 0.9 0.1229
H -3.8830 -2.7602 -1.7400 2.1 -0.3 -0.8 0.1240
H -2.5085 -4.0479 -2.1461 -0.4 2.2 0.0 0.1370
H 3.7074 -0.7023 -2.6374 -2.3 -0.4 -0.3 0.1086
H 2.6297 -2.2266 -2.9067 -0.2 2.5 0.7 0.1312
H 1.1706 -0.1647 -1.0759 1.9 -1.9 0.3 0.1403
H 2.8557 -0.5308 -0.3040 -1.2 -0.9 -1.7 0.1247
H 3.1411 -3.2660 0.7285 -1.6 0.7 -2.0 0.1632
H 4.6284 0.3532 -4.3082 -2.0 1.8 -0.8 0.1162
H 4.2380 1.3344 -5.8693 -0.8 -0.4 2.4 0.0943
H 5.1221 2.4730 -3.2435 -1.9 0.3 -1.7 0.1177
H 4.5449 3.4727 -4.7672 -0.7 -1.8 1.4 0.1093
H 3.4830 3.9255 -2.2667 -1.0 -1.6 -1.7 0.1104
H 2.3445 2.4464 -2.5325 1.3 1.5 -1.4 0.1146
H 2.6083 4.6566 -4.6897 -0.9 -0.8 0.9 0.0559
H 1.2026 3.7524 -4.2056 1.3 0.6 0.0 0.0534
H 1.2898 3.4872 -7.2405 1.2 -2.1 0.4 0.1245
H 3.0363 3.0181 -6.6818 -2.4 -1.1 -0.4 0.1006
H 4.4650 1.7388 -8.6303 -1.4 0.8 -0.6 0.0697
H 3.6045 1.7741 -10.0690 -0.1 0.6 1.6 0.0811
H 0.8116 2.7626 -9.2680 0.4 -1.8 -0.5 0.0847
H 0.4845 1.0844 -9.2212 0.8 1.0 -0.1 0.0712
H 1.6935 -0.3116 -8.0287 1.2 0.7 0.3 0.0782
H 3.2708 0.0470 -7.3894 -1.2 0.2 -0.8 0.0640
H -4.8009 -2.5280 -4.4164 0.6 2.1 0.9 0.1271
H -5.0265 -1.1384 -3.0426 1.1 -0.9 -2.2 0.1244
H -5.3567 0.6847 -4.8484 0.0 -2.4 -0.6 0.1274
H -4.8085 -0.4676 -6.2662 -1.2 -0.1 2.3 0.1213
C 3.9316 3.9840 1.6186 0.5 -0.1 -0.3 -0.0203
C 3.0072 2.9822 0.9801 0.2 -0.8 -0.7 -0.4801
C 1.5740 2.9688 1.4407 0.4 -0.4 -0.5 -0.0391
O 3.4073 2.2045 0.1154 -0.3 0.6 0.8 0.0134
H 4.9334 3.8787 1.1886 -0.2 0.0 0.0 0.0821
H 3.5724 4.9977 1.4242 -0.1 0.0 0.2 0.0879
H 3.9917 3.8012 2.6944 -0.2 0.2 0.0 0.0656
H 1.1097 3.9373 1.2384 0.0 -0.1 0.2 0.0909
H 1.5291 2.7407 2.5086 0.0 0.3 0.0 0.0849
H 1.0244 2.1955 0.8937 0.2 0.3 0.1 0.0736
C 4.5558 1.5308 6.8319 0.0 0.5 0.1 -0.0273
C 3.9373 1.6328 5.4634 -0.5 1.4 -0.6 -0.4851
C 3.8021 0.3627 4.6667 -0.2 0.2 -0.4 -0.0164
O 3.5570 2.7124 5.0133 0.5 -1.3 0.5 0.0446
H 4.5889 2.5250 7.2901 0.0 -0.2 -0.1 0.0852
H 3.9528 0.8742 7.4642 0.2 -0.1 -0.1 0.0850
H 5.5766 1.1488 6.7508 -0.1 -0.2 0.1 0.0866
H 3.1655 -0.3460 5.2025 0.2 -0.1 0.0 0.0792
H 4.7893 -0.0713 4.4891 -0.1 -0.1 0.2 0.0887
H 3.3393 0.5882 3.7001 0.1 0.0 0.2 0.0803
C -2.3403 2.4559 3.8278 0.3 0.4 0.1 -0.0181
C -1.9231 2.2107 2.4024 1.0 0.8 -0.7 -0.4623
C -2.6395 1.1233 1.6471 0.3 0.1 -0.4 -0.0119
O -1.0311 2.8732 1.8750 -1.6 -0.8 0.8 0.0250
H -1.7379 3.2687 4.2474 -0.1 -0.2 -0.1 0.0855
H -3.3931 2.7473 3.8620 0.0 -0.2 0.1 0.0851
H -2.1752 1.5546 4.4235 -0.2 0.0 -0.1 0.0775
H -3.7057 1.3553 1.5841 0.0 -0.2 0.1 0.0862
H -2.4878 0.1627 2.1457 -0.2 0.0 0.1 0.0759
H -2.2342 1.0592 0.6318 -0.1 0.0 0.2 0.0861
C -2.5603 -2.2392 6.2380 0.1 0.3 -0.5 -0.0429
C -1.2245 -2.0361 5.5745 -0.2 0.7 -1.3 -0.4848
C -0.0057 -2.5405 6.3000 0.4 0.1 -0.4 -0.0228
O -1.1322 -1.4793 4.4817 0.0 -0.6 1.1 0.0253
H -3.3488 -1.8255 5.6002 0.2 -0.1 0.1 0.0879
H -2.7475 -3.3069 6.3774 0.1 0.2 0.3 0.0807
H -2.5802 -1.7204 7.1997 0.0 -0.3 0.0 0.0803
H -0.0790 -3.6217 6.4423 0.0 0.1 0.2 0.0877
H 0.0882 -2.0352 7.2646 -0.1 -0.2 0.1 0.0863
H 0.8869 -2.3252 5.7031 -0.2 0.0 0.1 0.0748
C -6.5443 -3.8268 8.2173 0.2 -0.1 -0.4 -0.0219
C -5.3471 -3.1401 8.8181 1.3 0.0 -0.7 -0.4703
C -5.5233 -2.4898 10.1643 0.5 0.2 0.0 -0.0230
O -4.2663 -3.1114 8.2317 -1.5 -0.1 1.0 0.0302
H -6.2697 -4.2505 7.2454 0.0 0.1 0.2 0.0860
H -6.8748 -4.6375 8.8715 -0.2 0.2 0.0 0.0876
H -7.3511 -3.1046 8.0687 -0.1 -0.1 0.2 0.0878
H -5.8083 -3.2409 10.9053 -0.2 0.1 0.0 0.0875
H -6.2846 -1.7081 10.1024 -0.1 -0.2 0.1 0.0875
H -4.5769 -2.0337 10.4736 -0.2 -0.1 -0.1 0.0853
```
Forces are in eV/Å.

Here is 11 unconnected molecules or ions with the total composition H22O11 in a non-equilibrium geometry from OMol25. Energies are from ωB97M-V/def2-TZVPD.

As for the SMILES: O.O.O.O.O.O.O.O.O.O.O. Its energy relative to the best compared isomer or geometry (same formula, charge and spin) is 118.8 kcal/mol. As for the HOMO energy: -8.79 eV. As for the multiplicity: 1. The value obtained for the calculated total energy is -22876.3640 eV.

```
33
Properties=species:S:1:pos:R:3:forces:R:3:nbo_charge:R:1
O 0.2830 0.5663 0.2356 0.2 0.8 0.6 -0.9191
H -0.3264 0.3009 0.9336 -0.1 0.0 -0.3 0.4567
H 0.9974 1.0118 0.7048 0.0 0.1 -0.1 0.4616
O 0.4332 -1.7611 -0.6595 0.0 -1.0 -0.1 -0.9244
H -0.1341 -1.9755 -1.4086 0.1 0.1 0.1 0.4633
H 1.2602 -2.2164 -0.8538 -0.1 0.1 -0.1 0.4572
O -3.0564 0.4133 1.4572 0.2 -0.1 0.1 -0.9291
H -3.4113 -0.3625 1.0086 0.0 0.1 -0.1 0.4762
H -2.5244 0.0474 2.1728 -0.2 0.1 -0.1 0.4536
O 3.1818 -2.3441 1.0030 -0.1 -0.2 -0.3 -0.9311
H 2.9111 -2.8603 0.2353 0.2 0.0 0.1 0.4506
H 2.3974 -2.3277 1.5629 0.2 0.2 0.2 0.4756
O -1.6973 -1.4588 5.1013 0.2 0.0 -0.3 -0.9212
H -1.1928 -2.1837 4.7152 -0.1 -0.1 0.1 0.4642
H -1.6187 -0.7481 4.4550 -0.1 0.0 0.2 0.4577
O 3.5036 3.3495 -0.4349 0.0 0.1 0.2 -0.9365
H 3.0431 4.1783 -0.2613 0.0 -0.1 -0.1 0.4689
H 4.2350 3.3517 0.1927 0.0 -0.1 -0.1 0.4679
O -1.8609 0.9350 -4.0611 -3.0 2.4 -5.1 -0.9401
H -2.5420 1.0840 -4.7265 -0.1 0.5 -0.7 0.4308
H -2.2199 1.3398 -3.2634 0.0 -0.1 -0.6 0.4881
O -1.2014 0.2213 -2.4576 2.9 -3.1 6.0 -0.9209
H -0.2574 0.4086 -2.5116 0.0 -0.1 0.3 0.4854
H -1.2720 -0.7044 -2.7165 -0.1 0.4 -0.1 0.4581
O -4.0937 3.6177 -0.5429 0.1 0.1 0.1 -0.9418
H -3.4090 2.9816 -0.3074 -0.1 -0.1 0.0 0.4766
H -3.8112 4.4348 -0.1168 -0.1 -0.1 -0.1 0.4651
O 1.9634 -2.3741 3.7153 -0.3 0.0 -0.2 -0.9252
H 1.4961 -3.1372 3.3572 0.1 -0.1 0.2 0.4660
H 1.2930 -1.6823 3.7471 0.1 0.1 0.1 0.4653
O 2.4260 -1.0290 -3.3844 0.2 -0.1 0.1 -0.9447
H 2.9675 -0.6538 -2.6809 -0.1 0.1 0.0 0.4755
H 3.0675 -1.3756 -4.0147 -0.1 0.0 0.0 0.4697
```
Forces are in eV/Å.

Here is 2 unconnected molecules or ions with the total composition C9H11BBrN3O8 in a non-equilibrium geometry from OMol25. Energies are from ωB97M-V/def2-TZVPD.

As for the HOMO energy: -9.11 eV. As for the multiplicity: 1. The value obtained for the calculated total energy is -101083.5963 eV.

```
33
Properties=species:S:1:pos:R:3:forces:R:3:nbo_charge:R:1
C -1.6755 -1.6776 -0.6331 1.1 0.4 0.0 -0.4161
N -2.1622 -0.6873 -1.6415 -0.9 0.1 0.4 -0.4529
C -3.6135 -0.7968 -1.9202 -0.3 -0.4 0.3 -0.2256
C -4.5129 0.1440 -1.1202 -0.5 0.1 -0.7 -0.4463
C -3.9346 1.5439 -0.9598 -0.6 -0.6 1.0 -0.2264
N -2.5306 1.4927 -0.5296 -0.6 0.0 -0.7 -0.6555
C -1.7677 0.5707 -1.2153 0.6 0.0 -0.1 0.7050
N -0.5354 0.8694 -1.4654 0.5 0.4 0.0 -0.5457
Br 0.2814 2.4498 -0.9758 0.0 -0.3 0.0 0.3665
H -1.8766 -1.3419 0.3883 -0.4 -0.2 0.0 0.1855
H -2.0629 -2.6684 -0.8307 -0.3 0.1 -0.1 0.2338
H -0.5893 -1.7282 -0.7110 0.0 -0.2 0.0 0.2407
H -3.9105 -1.8098 -1.6607 0.1 -0.1 -0.1 0.2213
H -3.7927 -0.7184 -2.9907 0.2 0.3 -0.1 0.2148
H -4.8114 -0.2988 -0.1716 0.4 0.1 0.2 0.2167
H -5.4437 0.2432 -1.6820 -0.1 -0.1 0.0 0.2356
H -4.0868 2.1574 -1.8447 0.5 0.0 -0.2 0.2135
H -4.4888 2.0251 -0.1575 0.1 0.3 0.0 0.2261
H -2.4472 1.3745 0.4746 0.3 0.2 0.0 0.4217
H 0.0667 0.1935 -1.9352 0.3 0.0 0.2 0.4790
B 4.1531 -0.1073 1.6640 0.5 0.1 0.5 1.1467
O 5.5505 0.3218 1.5039 -0.5 0.0 0.2 -0.6553
C 5.9114 0.9964 2.5967 0.9 0.0 -0.6 0.6691
O 6.9863 1.4821 2.7863 -0.1 0.0 0.1 -0.5310
C 4.7276 1.0407 3.5443 -0.8 0.1 0.7 0.6702
O 4.6974 1.5671 4.6169 0.1 0.0 -0.1 -0.5354
O 3.7105 0.3902 2.9770 0.3 0.0 -0.4 -0.6621
O 3.2964 0.4363 0.5747 -0.2 -0.5 -0.1 -0.6279
C 2.7486 -0.5732 -0.0605 0.0 1.1 -0.2 0.6997
O 1.9923 -0.4692 -0.9958 -0.5 -0.1 -0.3 -0.6556
C 3.2105 -1.8708 0.5736 0.5 -1.1 0.6 0.6677
O 2.8844 -2.9710 0.2270 -0.2 0.1 -0.1 -0.5489
O 4.0248 -1.5801 1.5741 -0.4 0.4 -0.5 -0.6288
```
Forces are in eV/Å.

Here is a molecular structure, C48H44Cl3N2OSSb2V in a non-equilibrium geometry from OMol25. Energies are from ωB97M-V/def2-TZVPD.

Its net charge is +1. Its energy relative to the best compared isomer or geometry (same formula, charge and spin) is 18.9 kcal/mol. As for the HOMO energy (spin up / spin down): -9.04 / -9.90 eV. As for the multiplicity: 4. The value obtained for the calculated total energy is -142675.9942 eV.

```
102
Properties=species:S:1:pos:R:3:forces:R:3:mulliken_spin:R:1
V 0.8495 -0.2884 -0.2198 -2.2 1.0 2.5 2.8279
C 3.3461 2.8584 1.5941 0.0 -0.1 0.0 -0.0058
C 4.4413 2.0932 1.9983 0.0 0.1 0.0 0.0271
C 4.4493 0.7340 1.7555 0.1 -0.2 0.1 -0.0112
C 3.3645 0.1400 1.1033 -0.1 0.0 -0.1 0.0644
C 2.2565 0.8891 0.6462 0.8 0.6 0.2 -0.2186
C 2.2818 2.2631 0.9298 0.2 -0.2 0.0 0.0268
C 3.2765 -1.3118 0.8656 -0.1 0.0 0.0 0.0716
C 4.2673 -2.2626 1.2264 0.1 0.2 0.1 -0.0152
C 4.0590 -3.5804 0.9914 0.1 -0.2 0.0 0.0284
C 2.8580 -4.0206 0.3747 0.1 -0.1 0.0 -0.0150
C 2.5643 -5.3827 0.1326 0.1 0.0 0.0 0.0060
C 1.3740 -5.7461 -0.4301 -0.2 0.0 -0.1 -0.0048
C 0.4382 -4.7537 -0.8046 0.1 -0.2 0.0 0.0125
C 0.7079 -3.4300 -0.5970 0.1 0.1 0.1 -0.0107
C 1.9201 -3.0394 0.0189 0.1 0.2 0.2 0.0243
N 2.1445 -1.7118 0.2985 0.7 -1.4 0.3 -0.1047
H 3.3363 3.9252 1.7930 0.0 -0.1 0.0 -0.0007
H 5.2812 2.5606 2.4986 -0.1 0.0 0.0 0.0020
H 5.3021 0.1440 2.0800 -0.1 0.1 0.0 0.0006
H 1.4574 2.8949 0.6152 -0.1 0.0 0.0 0.0125
H 5.1827 -1.9240 1.6917 0.0 0.0 0.0 0.0011
H 4.8068 -4.3150 1.2741 -0.1 0.0 0.0 0.0007
H 3.3017 -6.1338 0.3962 -0.1 0.1 0.0 -0.0001
H 1.1460 -6.7921 -0.5986 0.0 0.1 0.0 0.0001
H -0.4975 -5.0451 -1.2673 0.1 0.0 0.0 0.0008
H -0.0152 -2.6830 -0.9122 0.0 0.0 0.0 0.0086
C -2.7402 3.0237 0.3102 0.0 0.0 -0.2 0.0049
C -2.8279 3.1363 -1.2198 0.2 0.1 0.1 0.0066
C -1.5051 3.4834 -1.9193 -0.2 -0.1 0.2 0.0087
Sb -0.1430 1.8319 -1.9907 0.1 0.1 -0.3 -0.0537
C 1.5171 2.8060 -2.9142 0.1 0.2 -0.1 0.0007
C 2.8250 2.5317 -2.5064 -0.1 0.1 -0.2 0.0101
C 3.9031 3.1605 -3.1234 -0.1 0.0 0.0 0.0012
C 3.6871 4.0630 -4.1567 0.0 0.0 0.0 -0.0004
C 2.3899 4.3500 -4.5643 0.0 0.0 0.0 0.0007
C 1.3124 3.7322 -3.9415 0.1 -0.1 0.1 -0.0017
C -0.9834 0.8348 -3.6789 -0.1 -0.1 -0.1 -0.0298
C -1.2845 1.4764 -4.8816 0.0 -0.1 0.0 -0.0012
C -1.8430 0.7699 -5.9393 0.0 0.0 0.0 0.0005
C -2.1143 -0.5873 -5.8063 0.0 0.0 0.0 0.0002
C -1.8290 -1.2369 -4.6128 0.0 0.1 0.0 0.0118
C -1.2686 -0.5257 -3.5570 0.0 0.1 -0.2 -0.0059
Sb -1.5997 1.3713 1.1281 -0.2 0.3 0.3 -0.0181
C -2.9478 -0.1869 0.5264 -0.1 -0.1 0.0 -0.0588
C -4.2618 0.0670 0.1282 0.1 -0.1 0.0 0.0030
C -5.1024 -0.9706 -0.2582 0.0 0.0 0.0 0.0006
C -4.6437 -2.2829 -0.2534 0.0 0.0 0.0 0.0004
C -3.3399 -2.5546 0.1414 0.0 0.1 0.0 0.0036
C -2.4994 -1.5129 0.5264 -0.2 0.1 -0.1 0.0596
C -2.3585 1.6531 3.1093 -0.1 0.0 0.2 0.0113
C -3.2659 0.7758 3.7079 0.1 0.1 0.0 -0.0009
C -3.7310 1.0144 4.9982 0.0 0.0 0.0 0.0002
C -3.2956 2.1310 5.7013 0.0 0.0 0.0 0.0006
C -2.3836 3.0055 5.1200 0.0 -0.1 -0.1 0.0025
C -1.9119 2.7635 3.8333 -0.1 -0.2 0.1 -0.0010
H -3.7359 2.9494 0.7503 0.0 0.1 0.0 -0.0021
H -2.2793 3.9242 0.7270 0.0 0.0 0.0 0.0028
H -3.5485 3.9237 -1.4561 0.0 0.0 0.0 -0.0008
H -3.2375 2.2155 -1.6460 0.0 0.0 0.0 -0.0009
H -1.0033 4.3168 -1.4253 0.0 0.0 0.0 0.0010
H -1.6838 3.7651 -2.9577 0.0 0.0 0.0 -0.0010
H 3.0163 1.8276 -1.7081 0.0 0.0 0.1 0.0103
H 4.9124 2.9443 -2.7910 -0.1 0.0 0.0 -0.0002
H 4.5267 4.5472 -4.6414 0.0 0.0 0.0 0.0000
H 2.2159 5.0586 -5.3663 0.0 0.0 0.1 0.0000
H 0.3092 3.9854 -4.2636 0.0 0.0 0.0 0.0001
H -1.0802 2.5326 -5.0087 0.0 0.0 0.0 0.0008
H -2.0686 1.2795 -6.8693 0.0 0.0 0.1 0.0000
H -2.5539 -1.1352 -6.6312 0.0 0.0 0.0 -0.0001
H -2.0474 -2.2930 -4.5019 0.0 0.1 0.0 0.0006
H -1.0618 -1.0436 -2.6262 0.0 0.0 0.1 0.0208
H -4.6423 1.0815 0.1136 0.0 0.0 0.0 0.0001
H -6.1197 -0.7538 -0.5651 0.1 0.0 0.0 0.0000
H -5.3018 -3.0889 -0.5550 0.0 0.0 0.0 0.0000
H -2.9784 -3.5780 0.1575 0.0 0.1 0.0 -0.0005
H -1.4930 -1.7404 0.8613 0.0 0.0 0.0 -0.0330
H -3.6205 -0.0942 3.1641 0.0 0.0 0.0 0.0013
H -4.4408 0.3309 5.4523 0.0 0.0 0.0 0.0001
H -3.6690 2.3224 6.7004 0.0 0.0 0.0 0.0001
H -2.0399 3.8749 5.6689 0.0 0.0 0.0 0.0001
H -1.1885 3.4471 3.3975 0.0 0.0 0.0 -0.0003
O 0.1965 -0.6840 2.0047 -0.1 -0.3 0.0 0.0472
S 0.9195 -1.2851 3.2106 0.0 0.3 -0.4 -0.0007
C 0.4435 -3.0403 3.2474 0.0 -0.1 0.1 0.0015
C -0.2758 -3.2806 4.5745 -0.1 0.1 -0.1 0.0001
C -1.1080 -2.0195 4.8104 0.1 0.0 0.0 -0.0001
C -0.1336 -0.8629 4.6197 0.0 0.0 0.1 0.0050
H 1.3277 -3.6591 3.0833 -0.1 0.1 0.0 0.0012
H -0.2333 -3.1429 2.3954 0.0 0.0 0.0 -0.0035
H 0.4483 -3.4061 5.3824 0.0 0.0 0.0 0.0000
H -0.8823 -4.1847 4.5300 0.0 0.0 0.0 0.0001
H -1.5590 -1.9947 5.8019 0.0 0.0 0.0 0.0000
H -1.9126 -1.9521 4.0734 0.0 0.0 0.0 -0.0003
H 0.5343 -0.7462 5.4781 -0.1 0.0 0.0 0.0000
H -0.5932 0.0997 4.3841 0.1 -0.1 0.0 -0.0026
Cl 4.5866 -0.6591 -3.9060 0.1 0.0 0.0 0.0137
C 2.8483 -0.8202 -4.1806 -0.1 0.0 0.3 -0.0178
Cl 2.4611 -2.4372 -4.7764 0.0 -0.2 0.0 0.0146
Cl 2.2791 0.3998 -5.3008 -0.1 0.1 -0.2 0.0100
C 2.1691 -0.6397 -2.8916 0.4 -0.2 -0.7 0.3607
N 1.6423 -0.4902 -1.8822 0.9 -0.3 -2.2 -0.1125
```
Forces are in eV/Å.